No. 1
Below is a structure of composition C3H8S2 at a distorted geometry, with properties calculated with wB97M-V/def2-TZVPD.

Each line ends with the natural charge from an NBO analysis.
Atoms and positions in Å:
C1 0.32 -1.81 -1.85  -0.731
C2 0.54 0.63 -0.18  -0.742
C3 -0.89 1.24 2.07  -0.712
H1 -0.12 -1.90 -2.92  0.224
H2 1.36 -1.55 -2.11  0.221
H3 0.27 -2.74 -1.36  0.220
H4 0.88 1.10 -1.16  0.242
H5 1.47 0.50 0.46  0.228
H6 -1.88 1.41 2.36  0.218
H7 -0.70 0.18 1.98  0.221
H8 -0.22 1.71 2.84  0.215
S1 -0.42 -0.73 -0.49  0.201
S2 -0.60 1.96 0.35  0.196

Results
* ΔE to the lowest compared entry with this formula, charge and spin: 33.8 kcal per mole
* frontier orbital gap: 9.052 eV
* total energy: -915.423161 a.u.
* HOMO level: -8.22 eV
* LUMO: 0.8354 eV

---

No. 2
Below is a structure of composition C25H51BrCaCl4F7LiN5O15PSV at a distorted geometry, with properties calculated with wB97M-V/def2-TZVPD.

Each line ends with the Mulliken charge.
Atoms and positions in Å:
N1 4.92 1.87 4.49  -0.443
C1 3.79 2.15 3.58  1.075
N2 3.29 3.48 3.94  -0.564
N3 2.79 1.12 3.94  -0.196
C2 4.37 2.00 2.12  -2.754
C3 3.46 2.41 0.93  0.689
C4 3.17 3.93 0.72  1.299
C5 4.19 4.51 -0.34  -0.938
C6 5.44 5.10 0.32  -0.008
O1 6.34 4.50 0.70  -0.396
Br1 5.47 7.08 0.47  -0.200
C7 1.76 4.23 0.14  -1.563
N4 0.62 3.66 0.93  0.481
C8 0.04 4.69 1.87  -0.615
C9 -1.46 4.48 2.17  -0.032
O2 -1.80 3.23 2.79  -0.605
C10 -2.41 4.64 0.97  0.631
F1 -3.63 4.88 1.45  -0.261
F2 -2.53 3.46 0.31  -0.267
F3 -2.04 5.58 0.16  -0.214
C11 0.94 2.36 1.60  -0.881
C12 2.14 1.63 0.90  -1.036
O3 2.30 0.29 1.31  0.322
N5 1.30 -0.59 0.95  -0.390
O4 0.67 -0.88 1.90  -0.129
H1 5.17 2.73 4.98  0.207
H2 5.75 1.61 3.97  0.209
H3 2.50 3.77 3.38  -0.387
H4 4.02 4.18 3.87  0.408
H5 2.00 1.55 4.41  0.209
H6 3.23 0.52 4.63  0.186
H7 5.32 2.56 2.06  0.712
H8 4.63 0.94 1.97  0.543
H9 4.00 2.10 0.01  0.727
H10 3.31 4.56 1.62  0.038
H11 3.66 5.35 -0.83  0.894
H12 4.42 3.80 -1.15  0.369
H13 1.70 5.32 -0.03  0.954
H14 1.72 3.78 -0.85  -0.759
H15 -0.13 3.47 0.25  0.554
H16 0.57 4.65 2.83  0.203
H17 0.16 5.71 1.49  0.540
H18 -1.74 5.27 2.89  0.526
H19 -1.41 3.18 3.68  0.351
H20 1.04 2.43 2.69  0.340
H21 0.07 1.70 1.41  0.121
H22 1.84 1.60 -0.18  0.961
C13 1.58 2.59 -4.92  0.317
F4 1.97 1.28 -5.17  -0.215
F5 1.98 3.30 -5.97  -0.203
F6 0.25 2.58 -4.94  -0.144
S1 2.25 3.25 -3.33  1.470
O5 3.68 3.18 -3.47  -0.760
O6 1.71 2.36 -2.30  -0.672
O7 1.73 4.60 -3.25  -0.695
Cl1 2.01 -0.37 -3.98  -0.115
O8 -2.57 -6.34 -1.90  -0.758
P1 -1.58 -6.01 -0.81  1.109
O9 -1.59 -7.40 0.07  -0.364
C14 -0.95 -8.56 -0.46  -0.349
C15 0.56 -8.44 -0.40  -0.943
O10 -2.60 -5.10 0.12  -0.350
C16 -3.73 -4.44 -0.44  -0.379
C17 -4.99 -5.23 -0.16  -0.954
O11 -0.28 -5.43 0.05  -0.312
C18 -0.22 -4.08 0.52  0.209
C19 -0.55 -4.04 1.99  -0.941
H23 -1.29 -8.74 -1.48  0.303
H24 -1.28 -9.40 0.15  0.326
H25 0.92 -7.66 -1.07  0.233
H26 1.03 -9.39 -0.69  0.426
H27 0.89 -8.18 0.61  0.207
H28 -3.60 -4.27 -1.51  0.376
H29 -3.80 -3.45 0.03  0.330
H30 -4.91 -6.26 -0.49  0.279
H31 -5.86 -4.77 -0.65  0.185
H32 -5.18 -5.25 0.92  0.301
H33 -0.87 -3.43 -0.07  0.232
H34 0.81 -3.73 0.37  -0.013
H35 -1.53 -4.47 2.20  0.401
H36 -0.53 -3.01 2.36  0.258
H37 0.17 -4.63 2.56  0.211
C20 3.91 -3.81 1.33  -0.219
Cl2 2.62 -2.61 1.23  0.277
Cl3 5.49 -3.04 1.21  0.003
Cl4 3.79 -4.70 2.86  -0.183
H38 3.80 -4.50 0.50  0.379
O12 9.74 1.18 6.16  -0.771
V1 8.41 2.21 5.98  1.616
O13 7.15 3.37 5.86  -0.990
Li1 -3.01 1.78 2.52  0.886
C21 -7.38 -2.69 -4.29  -1.318
C22 -7.78 -3.75 -3.27  0.510
C23 -9.29 -3.85 -3.14  -1.326
O14 -7.21 -3.43 -2.00  -0.504
H39 -7.74 -1.70 -3.98  0.339
H40 -6.29 -2.63 -4.36  0.320
H41 -7.79 -2.92 -5.27  0.379
H42 -7.38 -4.72 -3.57  0.254
H43 -9.72 -2.90 -2.80  0.327
H44 -9.57 -4.60 -2.40  0.329
H45 -9.76 -4.11 -4.10  0.384
H46 -7.56 -2.58 -1.72  0.295
C24 -3.28 4.40 -5.82  -1.121
C25 -2.66 3.39 -4.80  0.244
O15 -2.32 2.31 -5.48  -0.447
H47 -4.16 3.99 -6.30  0.315
H48 -3.57 5.31 -5.29  0.330
H49 -2.56 4.68 -6.59  0.314
H50 -3.42 3.28 -4.00  0.189
H51 -1.85 3.96 -4.29  0.113
Ca1 3.76 -2.68 4.75  0.914
F7 7.09 -0.31 5.10  -0.753

Results
* frontier orbital gap: 1.195 eV
* total energy: -9867.099055 a.u.
* HOMO level: -7.52 eV
* LUMO: -6.3231 eV
* total charge: +1

---

No. 3
Below is an isolated molecule of C5H7NO at a distorted geometry, with properties calculated with wB97M-V/def2-TZVPD.

Each line ends with the natural charge from an NBO analysis.
Atoms and positions in Å:
C1 0.36 -1.50 -1.81  -0.441
N1 0.33 -0.71 -0.60  -0.480
C2 1.30 0.84 2.46  -0.497
C3 0.38 0.94 1.56  0.222
C4 -0.65 0.98 0.74  -0.423
C5 -0.66 0.04 -0.39  0.533
O1 -1.72 0.15 -1.24  -0.681
H1 0.09 -0.91 -2.69  0.191
H2 -0.33 -2.35 -1.75  0.195
H3 1.38 -1.88 -1.95  0.198
H4 2.34 1.08 2.32  0.238
H5 0.88 0.66 3.44  0.235
H6 -1.38 1.78 0.85  0.225
H7 -2.31 0.85 -0.92  0.483

Results
* ΔE to the lowest compared entry with this formula, charge and spin: 60.4 kcal per mole
* SMILES string: C=C=C/C(O)=N/C
* frontier orbital gap: 9.467 eV
* total energy: -324.628159 a.u.
* HOMO level: -8.87 eV
* LUMO: 0.5963 eV

---

No. 4
Below is a cluster of 6 separate species, C23H50O14 in total at a distorted geometry, with properties calculated with wB97M-V/def2-TZVPD.

Each line ends with the Mulliken charge.
Atoms and positions in Å:
O1 -3.43 -13.80 10.60  1.237
H1 -4.31 -15.30 9.82  -0.049
H2 -3.34 -14.36 11.39  0.222
H3 -2.93 -13.04 10.67  -0.823
C1 -4.18 -17.98 8.27  -1.466
C2 -3.69 -17.07 9.42  0.775
C3 -2.29 -16.63 9.19  -0.946
O2 -4.71 -16.10 9.46  -0.342
H4 -5.23 -18.29 8.37  0.323
H5 -3.50 -18.87 8.12  0.366
H6 -4.09 -17.51 7.29  0.291
H7 -3.71 -17.62 10.37  0.233
H8 -1.61 -17.50 9.26  0.528
H9 -1.90 -15.92 9.95  -0.026
H10 -2.14 -16.24 8.17  0.114
C4 -4.25 -12.69 4.76  -1.656
C5 -3.74 -12.56 6.16  0.823
C6 -3.42 -13.84 6.90  0.087
O3 -2.04 -13.74 7.33  -0.319
C7 -1.55 -12.54 6.88  0.623
O4 -0.50 -12.14 7.17  -0.578
O5 -2.40 -11.96 6.08  -0.441
H11 -4.45 -11.71 4.23  0.335
H12 -5.19 -13.20 4.85  0.409
H13 -3.51 -13.19 4.19  0.423
H14 -4.35 -11.85 6.75  0.061
H15 -3.48 -14.72 6.22  0.232
H16 -3.99 -14.06 7.76  -0.014
C8 -8.64 -15.06 9.71  -1.168
C9 -9.18 -15.49 11.07  0.404
C10 -8.10 -16.16 11.89  0.374
O6 -8.41 -15.81 13.23  -0.366
C11 -9.11 -14.62 13.19  0.578
O7 -9.35 -13.96 14.15  -0.493
O8 -9.46 -14.33 11.88  -0.339
H17 -7.78 -14.31 9.76  -0.014
H18 -9.37 -14.57 9.08  0.427
H19 -8.22 -15.89 9.18  0.398
H20 -10.12 -16.05 10.99  0.278
H21 -7.20 -15.73 11.67  -0.438
H22 -8.10 -17.23 11.76  0.420
C12 -3.21 -10.48 13.96  -0.609
O9 -3.46 -11.76 14.47  -0.342
C13 -2.49 -12.74 14.00  0.432
C14 -2.94 -14.10 14.36  -0.917
O10 -3.82 -14.63 13.34  -0.186
C15 -5.20 -14.86 13.52  -0.452
C16 -6.15 -13.75 13.89  -0.598
O11 -6.49 -13.01 12.75  0.161
C17 -7.06 -11.75 13.00  -0.930
H23 -3.94 -9.82 14.33  0.343
H24 -3.22 -10.50 12.87  -0.027
H25 -2.21 -10.13 14.38  0.323
H26 -1.43 -12.40 14.42  0.256
H27 -2.42 -12.78 12.92  -0.227
H28 -3.44 -14.15 15.32  0.445
H29 -2.00 -14.73 14.26  0.295
H30 -5.35 -15.66 14.25  0.350
H31 -5.48 -15.16 12.50  -0.398
H32 -5.79 -13.06 14.64  0.563
H33 -7.06 -14.18 14.36  0.536
H34 -6.65 -11.20 13.89  0.327
H35 -8.14 -11.89 13.16  0.274
H36 -6.92 -11.16 12.09  0.193
C18 -6.02 -11.82 9.34  -0.727
O12 -4.73 -11.30 9.16  -0.352
C19 -4.31 -10.47 10.22  0.093
C20 -2.79 -10.16 10.03  -1.170
O13 -2.05 -11.39 10.12  0.199
C21 -0.59 -11.27 10.18  -0.964
C22 -0.21 -12.69 10.30  -0.293
O14 -0.71 -13.21 11.55  -0.120
C23 -0.03 -14.35 12.06  -0.759
H37 -6.75 -11.03 9.60  0.439
H38 -6.02 -12.47 10.25  -0.089
H39 -6.27 -12.30 8.45  0.446
H40 -4.65 -11.05 11.09  -0.382
H41 -4.91 -9.57 10.28  0.525
H42 -2.55 -9.38 10.77  0.468
H43 -2.67 -9.64 9.01  0.338
H44 -0.33 -10.69 11.07  0.467
H45 -0.18 -10.83 9.25  0.330
H46 0.87 -12.86 10.20  0.544
H47 -0.70 -13.30 9.52  -0.024
H48 0.01 -15.17 11.27  0.330
H49 -0.45 -14.61 13.05  0.118
H50 1.07 -14.09 12.32  0.286

Results
* SMILES string: C[C@H]1COC(=O)O1.C[C@H]1COC(=O)O1.COCCOCCOC.COCCOCCOC.CC(C)O.O
* frontier orbital gap: 10.199 eV
* total energy: -1959.587912 a.u.
* HOMO level: -9.50 eV
* LUMO: 0.7005 eV